DFT (ωB97M-V/def2-TZVPD) results for an isolated molecule of C5H5BO3S at a distorted geometry.

XYZ file:
```
15
Properties=species:S:1:pos:R:3:nbo_charge:R:1
B 1.390 0.832 0.091 1.0324
C -1.801 -1.256 -0.164 -0.2471
C -0.456 -1.044 0.020 -0.2453
C -2.489 -0.082 -0.334 -0.3169
C -0.059 0.291 0.037 -0.3756
C 3.712 0.081 0.010 0.6671
O 4.540 -0.618 -0.463 -0.5381
O 1.776 2.102 0.250 -0.9028
O 2.403 -0.187 0.109 -0.6975
S -1.477 1.297 -0.310 0.2948
H -2.377 -2.116 0.073 0.2261
H 0.040 -1.952 0.375 0.2382
H -3.602 -0.110 -0.655 0.2365
H 3.778 1.219 0.273 0.0991
H 1.338 2.949 0.131 0.5292
```

The calculation puts the energy at -22918.568 eV. Its multiplicity is 3. The strongest force on any atom is 5.989 eV/Å. As for the expectation value of S²: 2.013.

---

DFT (ωB97M-V/def2-TZVPD) results for a structure of composition C14H14MoN4S2 at a distorted geometry.

XYZ file:
```
35
Properties=species:S:1:pos:R:3:nbo_charge:R:1
Mo -0.148 0.380 -0.404 0.4704
N -1.853 -1.488 -0.670 -0.6801
C -0.504 -2.006 -0.974 0.1865
C -0.361 -2.114 -2.463 -0.2099
C 0.367 -1.248 -3.173 -0.1738
C 1.309 -0.339 -2.489 -0.1756
C 1.912 -2.030 -0.578 -0.0521
C 0.497 -2.082 -0.069 -0.0984
C 0.285 -1.679 1.369 -0.1172
C -0.783 -2.191 2.121 -0.1578
C -1.244 -1.562 3.258 -0.1751
C -0.632 -0.393 3.705 -0.1557
C 0.469 0.098 3.038 -0.2096
C 0.949 -0.551 1.889 -0.1687
H -1.791 -0.524 -1.058 0.3302
H -2.079 -1.436 0.321 0.4051
H -1.088 -2.747 -2.959 0.2712
H 0.229 -1.169 -4.245 0.2641
H 1.496 0.675 -2.809 0.2589
H 2.542 -2.905 -0.678 0.2774
H -1.230 -3.127 1.804 0.2442
H -2.086 -1.980 3.793 0.2582
H -1.013 0.132 4.570 0.2582
H 0.961 0.998 3.390 0.2516
S 2.171 0.455 0.980 0.5163
C 2.490 -0.704 -0.294 0.0301
N 2.077 -0.891 -1.504 -0.1992
N 0.404 3.170 -1.368 -0.7457
C -0.594 3.555 -0.553 0.3776
N -0.840 4.827 -0.340 -0.7132
S -1.532 2.296 0.181 -0.0443
H 1.070 3.769 -1.832 0.4360
H 0.488 2.153 -1.417 0.3655
H -0.325 5.567 -0.795 0.4314
H -1.611 5.093 0.254 0.4434
```

The calculation puts the energy at -44209.024 eV. Its net charge is +2. Its multiplicity is 3. The strongest force on any atom is 2.325 eV/Å. As for the expectation value of S²: 2.234.

---

DFT (ωB97M-V/def2-TZVPD) results for a cluster of 12 separate species, C21H66O12 in total at a distorted geometry.

XYZ file:
```
99
Properties=species:S:1:pos:R:3:mulliken_charge:R:1
C -2.067 2.454 0.461 0.2271
C -3.211 1.819 1.206 -0.1848
O -3.574 0.575 0.629 -0.5130
H -2.063 3.488 0.684 0.4509
H -1.981 2.203 -0.617 -0.1526
H -1.101 2.111 0.924 -0.5725
H -4.123 2.467 1.146 0.3870
H -2.978 1.578 2.308 0.0393
H -2.849 -0.005 0.836 0.3306
C -5.564 -0.727 -1.773 -1.0655
C -4.404 -0.281 -2.714 -0.3624
O -3.223 0.060 -2.069 -0.3233
H -5.637 0.020 -1.027 0.2777
H -5.258 -1.631 -1.259 0.2099
H -6.429 -0.840 -2.348 0.4163
H -4.640 0.550 -3.363 0.2966
H -4.011 -1.055 -3.422 0.3440
H -3.439 0.231 -1.153 0.3534
C -1.259 2.630 -3.776 -1.0335
C -0.120 3.589 -3.276 -0.0509
O -0.457 4.109 -2.004 -0.4337
H -0.929 2.071 -4.679 0.3783
H -2.136 3.168 -4.035 0.4155
H -1.550 1.919 -3.075 0.0141
H 0.082 4.407 -4.039 0.2929
H 0.725 2.955 -3.196 0.2001
H 0.173 4.752 -1.675 0.3677
C 5.717 2.852 -4.029 -1.1013
C 5.906 3.295 -2.566 0.0006
O 5.630 2.155 -1.702 -0.5231
H 4.674 2.584 -4.226 0.2595
H 6.453 2.104 -4.302 0.3107
H 5.911 3.747 -4.643 0.3484
H 5.255 4.156 -2.406 0.0882
H 6.953 3.510 -2.452 0.3480
H 6.286 2.122 -0.984 0.2805
C -1.122 1.045 3.745 -0.5994
C -0.127 0.000 4.186 -0.3770
O -0.161 -1.225 3.451 -0.3754
H -2.128 0.686 3.813 0.5184
H -0.902 1.238 2.675 -0.3645
H -0.927 1.947 4.290 0.3271
H -0.235 -0.209 5.286 0.3465
H 0.834 0.487 4.066 0.3812
H 0.556 -1.730 3.821 0.1141
C -1.326 -5.830 3.400 -0.6766
C 0.111 -6.199 3.229 -0.4034
O 1.007 -5.302 2.639 -0.6117
H -1.360 -4.963 4.061 0.1994
H -1.882 -6.670 3.821 0.3973
H -1.739 -5.610 2.373 0.0193
H 0.132 -7.162 2.762 0.3546
H 0.466 -6.404 4.247 0.3612
H 0.630 -4.846 1.874 0.3290
C 1.946 2.545 1.719 -0.8174
C 1.570 3.113 0.343 0.5098
O 2.775 3.318 -0.344 -0.6188
H 0.996 2.230 2.188 -0.1508
H 2.551 3.236 2.335 0.3157
H 2.625 1.665 1.649 0.3713
H 0.931 4.024 0.392 0.3224
H 0.978 2.406 -0.205 -0.1422
H 3.266 2.496 -0.404 0.2876
C -1.959 -5.238 -0.981 -1.0342
C -0.590 -4.718 -0.955 -0.0078
O -0.401 -3.912 0.195 -0.2706
H -2.154 -5.920 -0.208 0.2706
H -2.172 -5.722 -1.894 0.4486
H -2.644 -4.391 -0.888 0.1415
H -0.347 -4.126 -1.852 0.1094
H 0.182 -5.491 -0.904 0.3209
H -0.893 -3.112 0.103 0.0755
C 1.838 -1.018 -3.146 -1.4063
C 0.606 -0.614 -2.312 0.7922
O -0.540 -1.294 -2.813 -0.6233
H 2.179 -2.007 -3.003 0.3593
H 2.634 -0.355 -2.873 0.3448
H 1.565 -0.923 -4.190 0.3464
H 0.320 0.445 -2.403 -0.3124
H 0.651 -0.865 -1.292 0.1679
H -1.425 -0.876 -2.642 0.2774
C 3.121 -3.330 4.686 -0.6618
O 1.744 -3.485 4.832 -0.5104
H 3.355 -3.530 3.640 0.2870
H 3.393 -2.281 5.001 0.2165
H 3.744 -4.036 5.252 0.2641
H 1.522 -4.186 4.202 0.3866
C -3.029 -1.986 1.995 -0.6482
O -1.888 -1.582 1.251 -0.4388
H -3.938 -1.401 1.739 0.3198
H -3.205 -3.113 1.830 0.1329
H -2.835 -1.906 3.083 0.2366
H -1.254 -1.270 1.889 0.2369
C 2.067 6.787 -1.816 -0.6599
O 1.554 5.751 -0.981 -0.4984
H 3.094 6.687 -2.219 0.2435
H 1.361 6.919 -2.697 0.2615
H 2.092 7.716 -1.223 0.2444
H 2.023 4.956 -1.197 0.2492
```

The calculation puts the energy at -47413.154 eV. Its multiplicity is 1. The strongest force on any atom is 3.149 eV/Å.

---

DFT (ωB97M-V/def2-TZVPD) results for a structure of composition C5H5Cl at a distorted geometry.

XYZ file:
```
11
Properties=species:S:1:pos:R:3:nbo_charge:R:1
C -0.668 2.648 -0.188 -0.3444
C -0.477 1.594 0.281 -0.0722
C 1.413 -1.423 -0.019 -0.3425
C 0.267 -0.864 -0.357 -0.2431
C -0.744 -0.374 0.570 -0.1443
Cl -2.313 -0.578 -0.081 0.0314
H -0.473 3.612 -0.554 0.2276
H 2.025 -1.780 -0.780 0.1957
H 1.939 -1.577 0.880 0.2057
H -0.089 -0.808 -1.392 0.2329
H -0.879 -0.449 1.640 0.2529
```

The calculation puts the energy at -17783.136 eV. Its multiplicity is 1. The strongest force on any atom is 8.140 eV/Å.

---

DFT (ωB97M-V/def2-TZVPD) results for a structure of composition C20H31Cl2FeN4O3 at a distorted geometry.

XYZ file:
```
61
Properties=species:S:1:pos:R:3:nbo_charge:R:1
O -0.115 1.501 -0.729 -0.6772
C -1.117 1.726 -1.493 0.6263
C -0.842 2.137 -2.864 -0.1168
C 0.335 2.838 -3.157 -0.1678
H 0.950 3.127 -2.331 0.2570
C 0.653 3.175 -4.465 -0.2219
H 1.521 3.797 -4.709 0.2298
C -0.181 2.704 -5.477 -0.1839
H 0.040 2.880 -6.568 0.2177
C -1.356 1.908 -5.253 -0.2192
H -2.025 1.520 -6.064 0.2269
C -1.685 1.593 -3.880 -0.1916
H -2.549 0.926 -3.691 0.2224
H -2.722 1.159 -1.791 0.2422
C -2.987 3.134 -0.574 -0.6274
C -2.534 1.673 -0.845 -0.3880
H -3.859 3.115 0.196 0.2254
H -3.401 3.546 -1.517 0.2250
H -2.235 3.964 -0.236 0.2397
C -2.782 0.714 0.119 -0.0546
C -3.382 0.869 1.465 -0.6901
H -2.951 -0.325 -0.407 0.1794
H -4.302 1.495 1.595 0.2128
H -2.606 1.268 2.129 0.2316
H -3.560 -0.167 1.826 0.2326
Fe 1.549 0.831 0.040 1.3438
Cl 2.047 3.051 0.013 -0.7348
Cl 0.550 -1.168 -0.362 -0.7422
H 4.687 -0.316 -1.467 0.1984
H 5.454 1.156 -0.100 0.1903
C 3.662 -0.267 -1.079 -0.4311
C 4.652 1.193 0.643 -0.4325
N 3.703 0.097 0.351 -0.5389
H 3.105 -1.195 -1.195 0.2601
C 3.672 -0.985 1.302 0.5777
O 3.067 -2.009 1.183 -0.5637
H 5.054 1.064 1.651 0.2020
H 4.282 -0.715 2.235 0.1206
H 3.146 0.544 -1.623 0.1964
H 4.101 2.142 0.579 0.2573
H -1.873 -6.034 2.734 0.1924
H -0.488 -6.082 0.135 0.1909
C -2.256 -5.107 2.290 -0.4181
C -1.141 -5.192 0.069 -0.4080
N -1.310 -4.547 1.360 -0.4167
H -2.444 -4.381 3.082 0.2457
C -0.481 -3.561 1.738 0.5152
O -0.526 -3.028 2.902 -0.6968
H -0.679 -4.469 -0.615 0.2285
H 0.240 -3.244 0.994 0.1691
H -3.180 -5.354 1.761 0.1940
H -2.122 -5.510 -0.319 0.2010
N 1.060 -0.636 2.653 -0.3355
C 0.720 -0.505 3.966 0.0127
C 0.506 0.873 4.194 -0.3624
C 0.819 1.507 2.950 -0.0109
N 1.119 0.579 2.006 -0.4268
H 1.273 -1.533 2.176 0.4736
H 0.641 -1.376 4.621 0.2471
H 0.247 1.331 5.137 0.2325
H 0.833 2.568 2.719 0.2389
```

The calculation puts the energy at -92776.077 eV. Its multiplicity is 6. The strongest force on any atom is 6.526 eV/Å. As for the expectation value of S²: 8.766.

---

DFT (ωB97M-V/def2-TZVPD) results for a cluster of 11 separate species, C51H52N8O19 in total at a distorted geometry.

XYZ file:
```
130
Properties=species:S:1:pos:R:3:mulliken_charge:R:1
O 9.098 7.724 14.090 -0.6208
N 10.004 7.689 13.296 1.1158
O 9.912 7.762 12.079 -0.6504
C 11.332 7.508 13.877 -0.0435
C 11.470 8.015 15.127 -0.0460
C 12.706 7.915 15.771 -0.4163
C 13.723 7.346 15.011 -0.0457
C 13.536 6.834 13.728 -0.7602
C 12.356 7.020 13.090 -0.7196
H 10.581 8.426 15.605 0.6039
H 12.980 8.342 16.778 0.2330
H 14.759 7.395 15.409 0.4462
H 14.379 6.395 13.204 0.4088
H 12.120 6.739 12.052 0.4367
O 12.205 12.459 10.411 -0.6448
N 12.405 11.552 11.222 1.1350
O 11.603 11.089 12.004 -0.5763
C 13.752 10.961 11.223 -0.4927
C 14.061 10.102 12.288 0.8796
C 15.370 9.592 12.260 -0.4215
C 16.300 9.958 11.290 -0.6092
C 15.957 10.852 10.277 -0.6745
C 14.701 11.404 10.249 -0.6968
H 13.318 10.039 13.070 0.2793
H 15.703 8.908 13.086 0.2862
H 17.250 9.414 11.242 0.4391
H 16.697 11.118 9.501 0.3736
H 14.364 12.118 9.563 0.6850
O 17.789 13.559 24.876 -0.5861
N 18.306 12.505 24.468 0.9617
O 19.087 11.840 25.137 -0.5934
C 17.977 12.184 23.080 0.1840
C 17.305 13.063 22.307 -0.6464
C 17.057 12.748 20.987 -0.2041
C 17.528 11.511 20.479 -0.3636
C 18.142 10.621 21.303 -0.3710
C 18.314 10.876 22.651 -0.6903
H 17.204 14.106 22.685 0.3690
H 16.460 13.414 20.463 0.6258
H 17.400 11.231 19.447 0.4886
H 18.548 9.692 20.881 0.4074
H 18.786 10.163 23.338 0.3955
O 10.982 13.882 15.877 -0.5061
N 10.210 13.117 16.380 1.1928
O 10.159 13.014 17.616 -0.7755
C 9.331 12.284 15.569 0.4172
C 9.766 12.087 14.291 0.8736
C 8.913 11.362 13.489 -0.6120
C 7.730 10.822 13.944 -0.8985
C 7.347 11.030 15.275 -0.3995
C 8.155 11.741 16.129 -1.0742
H 10.778 12.404 13.962 -0.5661
H 9.271 11.098 12.530 0.7469
H 7.115 10.255 13.289 0.4697
H 6.401 10.650 15.633 0.4128
H 7.811 11.843 17.156 0.6544
O 12.421 19.589 13.438 -0.6400
N 12.330 18.503 13.942 1.0546
O 12.048 18.208 15.073 -0.5895
C 12.614 17.341 13.086 0.1876
C 13.514 17.480 12.064 -0.6527
C 13.857 16.336 11.373 -0.7112
C 13.301 15.131 11.747 -0.0811
C 12.374 15.015 12.753 0.3604
C 12.078 16.153 13.496 -0.7865
H 13.834 18.477 11.805 0.4804
H 14.590 16.351 10.590 0.4172
H 13.522 14.232 11.169 0.2766
H 11.936 14.063 12.999 0.2840
H 11.274 16.187 14.248 0.3551
O 14.544 14.321 22.175 -0.5976
N 14.735 15.271 22.945 1.0111
O 15.671 16.047 22.890 -0.6003
C 13.797 15.537 24.023 0.3785
C 12.960 14.437 24.296 -0.3162
C 12.081 14.610 25.352 -0.4639
C 12.069 15.783 26.096 -0.5899
C 12.947 16.840 25.746 -0.2245
C 13.808 16.725 24.724 -0.5836
H 13.062 13.555 23.675 0.4700
H 11.390 13.806 25.600 0.3472
H 11.279 15.971 26.809 0.3748
H 12.920 17.760 26.366 0.3236
H 14.503 17.530 24.490 0.4116
O 12.409 10.829 15.343 -0.3775
N 13.248 11.702 15.376 2.0165
O 13.781 12.203 14.428 -0.8048
C 13.733 12.162 16.653 0.2136
C 14.598 13.242 16.601 -0.8206
C 14.943 13.801 17.831 -0.8610
C 14.407 13.268 18.996 -0.8478
C 13.640 12.104 19.007 -1.3865
C 13.202 11.567 17.777 -0.1780
H 14.949 13.562 15.627 0.9789
H 15.521 14.712 17.791 0.6563
H 14.589 13.866 19.891 0.7973
H 13.260 11.673 19.928 0.5947
H 12.547 10.697 17.649 0.4147
O 17.603 9.416 17.628 -0.6377
N 17.107 9.677 16.549 1.2047
O 16.042 9.338 16.143 -0.6045
C 17.883 10.426 15.621 -0.1378
C 19.248 10.422 15.736 -0.5071
C 20.048 11.196 14.850 -0.8683
C 19.344 11.978 13.955 -0.6124
C 17.967 11.958 13.853 -0.7447
C 17.217 11.174 14.645 0.8182
H 19.663 9.706 16.417 0.5047
H 21.133 11.225 14.921 0.4064
H 19.816 12.650 13.242 0.3979
H 17.523 12.701 13.215 0.5684
H 16.132 11.098 14.619 0.1807
C 18.847 13.749 17.751 -0.0938
O 18.940 15.045 17.111 -0.5241
H 19.219 13.042 17.000 -0.0583
H 19.383 13.811 18.672 0.5953
H 17.899 13.527 18.149 -0.1316
H 19.357 15.608 17.748 0.2794
C 9.376 9.570 18.764 -0.7593
O 10.538 10.208 18.301 -0.3226
H 9.079 9.952 19.731 0.3190
H 8.540 9.718 18.039 0.1930
H 9.601 8.505 18.815 0.2883
H 10.377 11.145 18.108 0.0758
C 15.714 16.242 15.044 -0.1361
O 16.785 15.484 14.700 -0.4202
H 15.253 16.618 14.172 -0.0173
H 14.928 15.688 15.590 0.0148
H 15.903 17.142 15.647 0.3907
H 17.544 15.625 15.293 0.2308
```

The calculation puts the energy at -104529.379 eV. Its multiplicity is 1. The strongest force on any atom is 3.703 eV/Å.

---

The lowest energy belongs to which entry? C51H52N8O19

---

Which of these has the highest energy? C5H5Cl

---

Copy entry 4 word for word.
DFT (ωB97M-V/def2-TZVPD) results for a structure of composition C5H5Cl at a distorted geometry.

XYZ file:
```
11
Properties=species:S:1:pos:R:3:nbo_charge:R:1
C -0.668 2.648 -0.188 -0.3444
C -0.477 1.594 0.281 -0.0722
C 1.413 -1.423 -0.019 -0.3425
C 0.267 -0.864 -0.357 -0.2431
C -0.744 -0.374 0.570 -0.1443
Cl -2.313 -0.578 -0.081 0.0314
H -0.473 3.612 -0.554 0.2276
H 2.025 -1.780 -0.780 0.1957
H 1.939 -1.577 0.880 0.2057
H -0.089 -0.808 -1.392 0.2329
H -0.879 -0.449 1.640 0.2529
```

The calculation puts the energy at -17783.136 eV. Its multiplicity is 1. The strongest force on any atom is 8.140 eV/Å.

---

What is the formula in the second record? C14H14MoN4S2